(1)
61
Properties=species:S:1:pos:R:3:mulliken_charge:R:1 method="wB97M-V/def2-TZVPD" total_charge=0 lumo_energy_ev="-3.68 / -3.47" energy_ev=-79205.0759
K -1.533 0.257 -0.108 0.829
C -2.327 -4.061 -2.352 -1.493
C -1.775 -3.035 -1.412 0.367
N -2.499 -2.219 -0.755 0.254
O -3.815 -2.220 -0.933 -0.558
B -4.610 -2.412 0.316 0.805
F -4.303 -3.622 0.907 -0.341
F -5.916 -2.197 0.048 -0.314
O -4.123 -1.291 1.239 -0.468
N -2.887 -1.426 1.589 0.776
C -2.537 -1.592 2.801 0.446
C -3.518 -1.649 3.926 -1.834
C -1.072 -1.635 3.061 0.629
N -0.296 -1.744 2.051 0.312
O 0.979 -1.823 2.197 -0.374
B 1.740 -1.128 1.066 0.635
F 1.268 0.164 0.984 -0.120
F 3.068 -1.267 1.301 -0.340
O 1.388 -1.934 -0.142 -0.425
N 0.091 -2.070 -0.343 0.512
C -0.301 -2.893 -1.242 0.525
C 0.636 -3.659 -2.121 -1.691
C -0.506 -1.452 4.430 -1.571
H -3.410 -4.077 -2.288 0.366
H -2.032 -3.834 -3.378 0.345
H -1.936 -5.047 -2.100 0.357
H -4.523 -1.772 3.536 0.380
H -3.282 -2.480 4.590 0.452
H -3.470 -0.716 4.492 0.399
H 1.663 -3.402 -1.884 0.399
H 0.489 -4.730 -1.968 0.339
H 0.445 -3.443 -3.173 0.350
H -1.259 -1.600 5.197 0.410
H 0.325 -2.141 4.575 0.391
H -0.114 -0.435 4.512 0.313
O -0.099 1.362 -1.464 -0.228
S 0.667 2.385 -2.249 -0.217
C 0.878 3.786 -1.161 0.543
C 0.476 3.689 0.160 0.179
C 0.612 4.799 0.982 -0.742
C 1.155 5.973 0.480 -0.476
C 1.552 6.055 -0.852 -0.519
C 1.403 4.960 -1.686 -0.526
C 2.370 1.831 -2.311 0.520
C 3.074 1.524 -1.156 -0.384
C 4.371 1.049 -1.267 -0.636
C 4.961 0.906 -2.520 -0.468
C 4.251 1.225 -3.668 -0.526
C 2.943 1.683 -3.566 -0.389
H 0.018 2.782 0.532 0.122
H 0.269 4.740 2.007 0.470
H 1.251 6.840 1.122 0.375
H 1.964 6.977 -1.242 0.369
H 1.693 5.016 -2.731 0.378
H 2.614 1.638 -0.182 0.413
H 4.918 0.788 -0.369 0.411
H 5.978 0.543 -2.600 0.391
H 4.709 1.111 -4.643 0.390
H 2.370 1.921 -4.455 0.396
N -2.216 2.809 2.608 -0.635
C -2.233 2.194 1.613 -0.274



(2)
19
Properties=species:S:1:pos:R:3:mulliken_charge:R:1 method="wB97M-V/def2-TZVPD" total_charge=0 lumo_energy_ev=0.40 energy_ev=-11494.3656 smiles="C=CCO.O.O.O"
C -1.886 1.001 0.508 -0.330
O -1.172 -0.198 0.642 -0.477
C -1.273 1.918 -0.581 0.063
C -0.623 1.573 -1.662 -0.750
H -2.953 0.813 0.341 0.307
H -1.789 1.630 1.418 0.253
H -1.215 -0.876 -0.040 0.336
H -1.665 2.936 -0.377 0.269
H -0.284 2.271 -2.424 0.245
H -0.420 0.554 -2.027 0.160
H 1.036 0.511 0.069 0.285
H 1.766 0.619 1.346 0.335
O 1.945 0.444 0.413 -0.728
H 0.915 -2.541 -1.297 0.315
H 1.447 -1.305 -0.682 0.296
O 0.861 -1.579 -1.412 -0.602
H 1.569 -1.905 1.580 0.354
H 1.898 -3.371 1.894 0.305
O 1.841 -2.496 2.291 -0.639



(3)
10
Properties=species:S:1:pos:R:3:mulliken_charge:R:1 method="wB97M-V/def2-TZVPD" total_charge=+2 lumo_energy_ev=-10.75 energy_ev=-16159.1153 smiles="[NH+]#CN(I)N=C=[NH2+]"
C 0.687 -0.675 0.413 0.502
C -0.572 1.240 -0.288 0.544
N 0.920 0.343 1.002 -0.055
N 0.165 1.486 0.794 -0.282
N -0.926 0.447 -1.051 -0.087
N 0.417 -1.744 -0.139 -0.316
I 0.157 3.256 1.957 0.617
H -1.443 0.104 -1.888 0.355
H 1.013 -1.987 -0.895 0.316
H -0.420 -2.472 0.096 0.407



(4)
60
Properties=species:S:1:pos:R:3:mulliken_charge:R:1 method="wB97M-V/def2-TZVPD" total_charge=-2 lumo_energy_ev=3.62 energy_ev=-59119.6169
K 7.059 6.786 -3.299 0.761
P 4.771 8.489 -1.889 0.270
O 5.601 9.445 -2.864 -0.812
O 4.269 7.344 -2.827 -0.746
O 3.587 9.232 -1.230 -0.875
O 5.819 7.965 -0.836 -0.790
C 9.769 5.778 -6.042 -0.556
C 9.102 4.429 -5.871 -0.375
O 8.188 4.498 -4.786 -0.236
H 10.295 5.871 -6.992 0.404
H 10.384 6.085 -5.196 0.008
H 8.993 6.551 -6.066 0.036
H 9.890 3.691 -5.672 0.302
H 8.606 4.017 -6.756 0.368
H 7.966 3.605 -4.506 0.161
C 11.662 8.401 -1.329 -0.983
C 11.089 8.207 -2.746 -0.479
O 9.699 8.019 -2.685 -0.134
H 11.136 9.173 -0.767 0.329
H 12.713 8.699 -1.363 0.354
H 11.569 7.452 -0.803 0.229
H 11.505 7.287 -3.165 0.215
H 11.403 9.000 -3.434 0.359
H 9.299 8.859 -2.419 0.196
C 7.771 9.603 -7.012 -1.017
C 6.853 10.017 -5.865 -0.390
O 6.657 8.883 -5.062 -0.476
H 8.661 9.085 -6.644 0.139
H 8.249 10.475 -7.480 0.377
H 7.308 9.046 -7.825 0.260
H 5.915 10.424 -6.262 0.295
H 7.276 10.855 -5.301 0.301
H 6.193 9.198 -4.216 0.362
C 6.127 3.242 -0.328 -1.136
C 5.880 4.736 -0.055 -0.173
O 6.936 5.530 -0.580 -0.252
H 5.204 2.734 -0.040 0.421
H 7.000 2.863 0.203 0.407
H 6.243 3.079 -1.401 0.074
H 5.860 4.913 1.023 0.406
H 4.954 5.019 -0.555 0.141
H 6.680 6.495 -0.445 0.235
C 4.405 3.982 -3.564 -0.543
C 3.102 4.198 -2.817 -0.268
O 2.490 5.359 -3.387 -0.604
H 5.166 4.671 -3.202 -0.159
H 4.389 4.125 -4.643 0.353
H 4.772 2.967 -3.343 0.355
H 3.326 4.268 -1.748 0.081
H 2.397 3.375 -2.961 0.350
H 3.134 6.116 -3.261 0.529
C 10.248 4.653 -2.068 -0.276
C 9.861 3.615 -1.026 -0.512
O 9.301 4.223 0.134 -0.557
H 9.420 5.236 -2.470 0.128
H 10.601 4.115 -2.954 0.223
H 10.960 5.374 -1.672 -0.044
H 10.765 3.043 -0.791 0.367
H 9.162 2.824 -1.327 0.252
H 8.487 4.659 -0.198 0.345



(5)
17
Properties=species:S:1:pos:R:3:lowdin_spin:R:1 method="wB97M-V/def2-TZVPD" s2=2.007 total_charge=+1 lumo_energy_ev="-2.93 / -10.00" multiplicity=3 energy_ev=-8869.0117
C 2.341 -1.234 0.217 0.701
C -0.672 0.011 1.462 0.109
C -1.016 -1.004 -0.765 0.008
C 0.371 1.214 -0.743 0.112
C -0.068 -0.181 -0.047 0.115
N 1.286 -0.847 0.124 0.548
O 1.739 1.502 -0.326 0.282
H 3.344 -1.651 0.324 0.057
H 0.203 0.382 2.104 0.003
H -0.926 -1.040 1.784 0.006
H -1.564 0.647 1.442 0.004
H -1.006 -0.904 -1.805 0.005
H -2.001 -0.763 -0.397 0.001
H -0.915 -2.081 -0.426 0.000
H -0.304 2.001 -0.298 0.011
H 0.334 0.922 -1.799 0.036
H 2.029 2.251 -0.882 0.003



(6)
11
Properties=species:S:1:pos:R:3:mulliken_charge:R:1 method="wB97M-V/def2-TZVPD" total_charge=0 lumo_energy_ev=0.33 energy_ev=-7762.9786
O 2.238 0.714 -0.172 -0.510
C 1.002 0.132 -0.110 0.418
C 0.624 -1.165 -0.167 -1.067
C -0.867 -1.027 0.026 -0.290
C -1.221 0.415 0.032 -0.293
N -0.075 1.045 -0.026 0.068
H 2.830 -0.049 -0.239 0.344
H -0.837 -1.374 1.074 0.250
H -1.562 -1.686 -0.504 0.420
H -2.169 0.940 0.091 0.406
H 0.035 2.055 -0.005 0.254